This record from OMol25 describes one molecule with the formula C6H8ClNO in a non-equilibrium geometry. The level of theory is ωB97M-V with the def2-TZVPD basis set.

```
17
Properties=species:S:1:pos:R:3:forces:R:3
C -0.64160 2.45262 0.72831 0.2354 2.9871 0.4531
C 0.00307 1.30693 0.72241 1.0826 1.1760 0.3966
C -0.25959 -1.80415 -0.98032 2.2752 -4.8902 -1.9002
C 0.18604 -1.08148 1.54084 -3.4537 -0.3345 0.7866
C -0.66310 0.07982 0.79476 -1.3713 -3.7111 1.5562
C -0.20403 -1.16112 0.15615 0.3993 1.9887 0.5727
N 1.80377 -0.31997 -2.43694 -0.7216 -0.5740 -0.2675
O -0.89212 -1.54163 -2.07439 -0.4978 1.1039 -0.2906
Cl 0.47773 -0.55891 -3.29569 0.4959 0.1045 0.6757
H -0.14914 3.44975 0.57527 -0.0602 -1.1966 0.4884
H -1.65640 2.60014 1.10812 -0.1568 -0.6289 -1.0093
H 1.06680 1.20737 0.96693 0.1016 0.5518 -1.2763
H 0.38512 -2.82656 -1.08506 -1.3611 2.1093 0.7151
H 1.14350 -0.75384 1.82428 1.1322 -0.0198 0.3716
H -0.48708 -1.60442 2.31070 1.5245 0.5120 -1.1969
H -1.73639 0.03551 1.03879 0.4539 0.3750 -0.1208
H 1.62341 0.51995 -1.89415 -0.0781 0.4468 0.0455
```
Forces are in eV/Å.

* largest force on an atom: 0.111 hartree/bohr
* total charge: 0
* ΔE to the lowest compared entry with this formula, charge and spin: 726.8 kJ/mol
* HOMO (spin up / spin down): -8.9 / -8.9 eV
* calculated total energy: -22403.442 eV

natural (NBO) population analysis, charges in e, atoms 1 to 5: C -0.40; C -0.21; C 0.16; C -0.42; C -0.28

This record from OMol25 describes one molecule with the formula C6H8ClP in a non-equilibrium geometry. The level of theory is ωB97M-V with the def2-TZVPD basis set.

```
16
Properties=species:S:1:pos:R:3:forces:R:3
C -0.00361 -1.66155 -0.46806 -1.3190 1.6389 3.4335
C -0.42138 -1.75387 1.03741 0.7545 0.7623 -1.1326
C 0.55752 -0.67952 -1.16016 0.5335 -0.4114 0.9506
C -0.21551 -0.83052 1.94480 2.1066 4.0943 0.1202
C 1.15155 0.61117 -0.76421 0.6057 0.9162 0.6849
C -1.12903 1.83511 0.01948 2.0885 1.9655 1.3662
P 0.57786 1.40539 0.82300 -1.7739 -2.4475 0.9188
Cl 2.97842 0.40860 -0.86233 -0.3305 0.0078 0.3261
H -0.37011 -2.49809 -0.94340 -0.1527 -1.8338 -1.3960
H -0.84902 -2.68958 1.35842 -0.0090 -0.5303 -0.1400
H 0.93071 -0.95808 -2.09367 -0.0683 -0.4299 -1.8749
H -0.05352 -0.56194 3.05478 -0.9530 -1.1735 -2.1175
H 1.02138 1.40484 -1.51357 -0.3382 -0.4318 -0.0062
H -1.03072 2.91874 -0.22428 0.0083 -0.6823 -0.2113
H -2.00060 1.79681 0.63570 -0.3839 -0.6108 0.4989
H -1.14393 1.25248 -0.84392 -0.7686 -0.8338 -1.4207
```
Forces are in eV/Å.

* largest force on an atom: 0.090 hartree/bohr
* total charge: 0
* ΔE to the lowest compared entry with this formula, charge and spin: 277.7 kJ/mol
* HOMO: -8.3 eV
* calculated total energy: -28158.604 eV

natural (NBO) population analysis, charges in e, atoms 1 to 5: C -0.15; C -0.33; C -0.23; C -0.22; C -0.52

This record from OMol25 describes one molecule with the formula C6H8F2 in a non-equilibrium geometry. The level of theory is ωB97M-V with the def2-TZVPD basis set.

```
16
Properties=species:S:1:pos:R:3:forces:R:3
C 2.60230 -0.39922 -0.15068 -0.6629 4.4331 0.6956
C 1.45148 0.48192 -0.02148 3.4634 -3.9246 -1.3090
F 1.44588 1.84522 -0.11713 0.1820 -1.5869 0.3431
C 0.13513 -0.29103 0.05925 2.7410 1.7924 1.0268
C -0.90308 -0.06169 -0.96661 0.2738 0.8811 -0.3545
C -1.99633 -0.08084 0.08573 -0.6472 0.2377 -1.9576
F -3.01350 0.85388 -0.24636 0.7070 -0.0095 0.9315
C -0.82356 0.21930 1.07503 -2.1143 -1.3020 -0.1227
H 2.42522 -1.49521 -0.19071 0.2153 1.1484 0.1999
H 3.73127 0.01065 -0.12996 -2.9239 -1.0032 -0.2734
H 0.58390 -1.23344 0.25488 -0.8765 -1.3276 -0.0163
H -0.69777 0.97150 -1.24799 -0.6268 0.0451 -0.5530
H -0.84196 -0.73013 -1.75873 -0.5252 -0.9756 -1.8014
H -2.58377 -1.03287 0.04840 0.9978 0.4760 1.0077
H -0.87188 -0.25934 1.98232 -0.1267 -1.4579 2.1911
H -0.64332 1.20131 1.32404 -0.0770 2.5736 -0.0077
```
Forces are in eV/Å.

* largest force on an atom: 0.105 hartree/bohr
* total charge: 0
* SMILES: C=C(F)[C@H]1C[C@@H](F)C1
* ΔE to the lowest compared entry with this formula, charge and spin: 226.4 kJ/mol
* HOMO: -9.4 eV
* calculated total energy: -11783.532 eV

natural (NBO) population analysis, charges in e, atoms 1 to 5: C -0.53; C 0.44; F -0.33; C -0.30; C -0.43

This record from OMol25 describes C6H8F2N3O as an isolated structure in a non-equilibrium geometry. The level of theory is ωB97M-V with the def2-TZVPD basis set.

```
20
Properties=species:S:1:pos:R:3:forces:R:3
C 1.90413 -0.98154 1.51532 -0.0426 -1.2205 -0.0100
C 1.27205 1.24265 1.35878 -0.3807 0.0653 -0.1153
C 0.98699 -1.45378 0.69277 -2.6249 3.0814 -2.0333
C -2.25017 -0.33491 -1.31878 -0.3065 -0.5811 0.3522
C -0.14333 0.93484 0.90522 0.0676 -0.5286 -0.1457
C -0.09907 -0.10512 -0.21292 2.6347 -2.4977 2.5638
N 2.13731 0.37406 1.64385 0.4368 0.8198 0.1348
N -1.37267 -0.75934 -0.45103 0.1412 0.0494 0.0031
N 0.44548 0.40124 -1.41651 -0.1010 0.1847 -0.3119
O -2.10836 0.66432 -2.08095 -0.1372 0.6756 -0.4447
F 0.64718 -2.66945 0.31578 0.2581 -0.1153 0.2546
F -0.77113 2.06444 0.42862 -0.0297 0.3455 -0.0840
H 2.58270 -1.61815 2.07125 -0.0713 -0.1392 -0.0852
H 1.54411 2.28545 1.43820 -0.0540 0.2907 0.0439
H -3.19073 -0.87757 -1.40938 0.1183 0.0681 -0.0140
H -0.73700 0.56593 1.75584 0.1720 -0.1304 -0.1769
H -1.57742 -1.57909 0.11299 -0.1400 0.1108 -0.2072
H -1.20942 1.09541 -2.00815 0.0011 -0.4120 0.1294
H 0.74147 -0.31270 -2.07386 0.0462 -0.0207 0.1008
H 1.19788 1.06331 -1.26705 0.0119 -0.0460 0.0457
```
Forces are in eV/Å.

* largest force on an atom: 0.088 hartree/bohr
* total charge: +1
* HOMO: -13.4 eV
* calculated total energy: -18295.332 eV

natural (NBO) population analysis, charges in e, atoms 1 to 5: C -0.16; C 0.09; C 0.40; C 0.58; C 0.09

This record from OMol25 describes an isolated ion of composition C6H8F2NO2 and charge +1 in a non-equilibrium geometry. The level of theory is ωB97M-V with the def2-TZVPD basis set.

```
19
Properties=species:S:1:pos:R:3:forces:R:3
C -1.48742 -0.98349 0.35479 1.2494 1.0327 3.5155
C -1.19806 0.11116 -0.69029 -0.7558 -3.4050 -1.4351
N -0.16154 1.07671 -0.22739 1.8804 0.2652 0.2793
F -0.12205 2.16092 -1.03494 -0.1916 -0.0553 -0.6069
F -0.53866 1.64774 0.96565 -0.0244 -0.7048 -0.2474
C 1.43919 0.66474 -0.08030 -4.4390 1.1916 -0.1162
C 1.89419 -0.52914 -0.18074 0.8127 -1.4445 -0.8345
C 3.39928 -0.27429 -0.12705 1.3620 -1.3826 0.2469
O 4.30390 -1.01674 -0.39913 -1.6949 1.3496 0.4822
O 3.56342 1.01428 0.33469 0.4882 -0.2239 0.0279
C 2.34930 1.71813 0.32268 -0.3699 1.8258 0.9221
H -2.25698 -1.60657 -0.00279 -1.0021 -0.6036 -0.6289
H -0.65128 -1.66758 0.66780 -0.5140 0.8308 -0.7056
H -1.85817 -0.54557 1.38846 0.5845 -0.6381 -2.2286
H -2.19359 0.51754 -0.92191 0.8171 1.1586 0.2802
H -0.93353 -0.47125 -1.69278 0.4174 1.8378 2.0102
H 1.38086 -1.46185 -0.38509 0.4151 0.1116 -0.0111
H 2.41803 2.60144 -0.30855 0.0744 -0.2151 -0.6155
H 1.99314 2.18790 1.28666 0.8904 -0.9308 -0.3344
```
Forces are in eV/Å.

* largest force on an atom: 0.089 hartree/bohr
* total charge: +1
* SMILES: CC[N+](F)(F)C1=CC(=O)OC1
* ΔE to the lowest compared entry with this formula, charge and spin: 441.2 kJ/mol
* HOMO: -15.0 eV
* calculated total energy: -17358.180 eV

natural (NBO) population analysis, charges in e, atoms 1 to 5: C -0.64; C -0.31; N 0.50; F -0.13; F -0.14

This record from OMol25 describes an isolated ion of composition C6H8FIN and charge +1 in a non-equilibrium geometry. The level of theory is ωB97M-V with the def2-TZVPD basis set.

```
17
Properties=species:S:1:pos:R:3:forces:R:3
N 0.03559 1.64733 -1.57881 1.9692 -1.3840 -1.2849
C 0.64165 0.71833 -0.51958 0.4556 -2.8266 -4.9282
C 0.86376 -0.60434 -0.80372 -0.9425 3.1599 1.7562
C 1.15716 -1.37349 0.40178 1.4065 -1.1815 1.2077
C 0.46766 -1.21703 1.55582 0.7072 -1.2422 0.8301
C -0.56760 -0.14157 1.68424 1.2266 -0.9304 0.0612
C -1.53344 -0.17381 0.80279 -3.0184 0.2824 0.0122
F -2.41787 0.87455 0.68884 0.8178 -0.3224 0.0733
I -2.27710 -1.70942 -0.47266 0.5009 0.6210 0.6246
H -0.44442 0.85049 -2.13185 0.1375 2.3493 0.4816
H 0.85201 2.10142 -2.25371 -2.7691 -1.1093 2.2459
H -0.60769 2.36193 -1.13940 0.6710 -0.9588 -0.9816
H 0.94496 1.10383 0.35590 0.8881 1.8463 2.5609
H 0.48301 -1.14635 -1.63888 0.1779 -0.0646 -0.9572
H 2.02449 -2.09090 0.37323 -1.2662 0.5223 -0.0417
H 0.67840 -1.96577 2.42623 -0.3505 1.7535 -1.5881
H -0.30058 0.76482 2.24979 -0.6115 -0.5149 -0.0721
```
Forces are in eV/Å.

* largest force on an atom: 0.111 hartree/bohr
* total charge: +1
* SMILES: [NH3+]/C=C/C=C\C=C(\F)I
* ΔE to the lowest compared entry with this formula, charge and spin: 239.7 kJ/mol
* HOMO: -12.8 eV
* calculated total energy: -18649.255 eV

natural (NBO) population analysis, charges in e, atoms 1 to 5: N -0.76; C -0.04; C -0.20; C -0.24; C -0.16

calculated total energy of number 1 (C6H8ClNO)?
-22403.442 eV